ORCA calculation (ωB97M-V/def2-TZVPD) on a structure of composition C51H43ClO7P2Pd.

As for the molar mass: 971.7 g/mol. The value obtained for the LUMO energy is -0.0895 hartree. The charge is 0. The calculation puts the total energy at -102495.671 eV.

Atoms and positions in Å:
Cl (8.680, -1.864, 1.846)
C (6.975, -1.694, 1.906)
C (6.186, -2.854, 1.820)
C (4.813, -2.748, 1.895)
C (4.204, -1.484, 2.171)
O (2.914, -1.477, 2.331)
C (5.028, -0.307, 2.242)
C (6.404, -0.423, 2.095)
H (6.619, -3.842, 1.704)
H (4.124, -3.575, 1.742)
H (4.561, 0.670, 2.379)
H (7.048, 0.457, 2.148)
C (-3.586, -0.669, -4.102)
C (-4.526, -0.670, -3.066)
C (-4.461, 0.301, -2.062)
C (-3.415, 1.214, -2.104)
O (-3.152, 1.994, -0.946)
P (-2.725, 1.257, 0.438)
O (-2.522, 2.548, 1.401)
C (-2.932, 3.877, 1.167)
C (-4.041, 4.385, 1.841)
C (-4.457, 5.691, 1.544)
C (-3.752, 6.461, 0.614)
C (-2.622, 5.934, -0.018)
C (-2.202, 4.631, 0.257)
O (-4.131, 0.619, 0.948)
C (-4.672, 0.565, 2.236)
C (-6.041, 0.311, 2.272)
C (-6.690, 0.341, 3.507)
C (-5.960, 0.584, 4.674)
C (-4.580, 0.788, 4.616)
C (-3.912, 0.777, 3.381)
Pd (-1.230, -0.329, 0.071)
P (0.631, 0.142, -1.110)
O (0.308, -0.534, -2.571)
C (1.073, -0.781, -3.719)
C (1.172, -2.106, -4.141)
C (1.985, -2.385, -5.236)
C (2.631, -1.343, -5.908)
C (2.465, -0.017, -5.501)
C (1.652, 0.280, -4.408)
O (1.115, 1.679, -1.433)
C (2.391, 2.233, -1.210)
C (3.053, 2.802, -2.296)
C (4.411, 3.119, -2.163)
C (5.051, 2.951, -0.935)
C (4.336, 2.484, 0.170)
C (2.990, 2.124, 0.043)
O (2.091, -0.482, -0.714)
C (2.679, -1.702, -1.050)
C (3.938, -1.668, -1.653)
C (4.476, -2.871, -2.109)
C (3.779, -4.065, -1.925)
C (2.561, -4.080, -1.248)
C (2.012, -2.887, -0.771)
C (-0.068, -1.354, 2.252)
C (-1.321, -2.133, 2.305)
C (-1.725, -2.912, 1.184)
C (-2.943, -3.597, 1.173)
C (-3.791, -3.524, 2.277)
C (-3.413, -2.783, 3.400)
C (-2.185, -2.124, 3.437)
C (0.511, -0.663, 3.412)
C (1.727, -0.661, 4.090)
C (-2.493, 1.272, -3.149)
C (-2.577, 0.295, -4.147)
H (-3.658, -1.418, -4.896)
H (-5.326, -1.412, -3.033)
H (-5.176, 0.318, -1.244)
H (-4.566, 3.771, 2.572)
H (-5.335, 6.104, 2.047)
H (-4.081, 7.477, 0.377)
H (-2.053, 6.528, -0.736)
H (-1.322, 4.195, -0.211)
H (-6.557, 0.119, 1.332)
H (-7.767, 0.173, 3.540)
H (-6.470, 0.612, 5.637)
H (-3.999, 0.966, 5.524)
H (-2.829, 0.909, 3.324)
H (0.636, -2.878, -3.586)
H (2.102, -3.420, -5.556)
H (3.269, -1.564, -6.761)
H (2.950, 0.810, -6.017)
H (1.451, 1.295, -4.065)
H (2.522, 2.951, -3.236)
H (4.957, 3.498, -3.027)
H (6.114, 3.190, -0.827)
H (4.815, 2.393, 1.142)
H (2.419, 1.754, 0.895)
H (4.458, -0.714, -1.768)
H (5.439, -2.869, -2.616)
H (4.186, -5.001, -2.312)
H (2.016, -5.008, -1.081)
H (1.082, -2.850, -0.201)
H (0.627, -1.703, 1.454)
H (-1.047, -2.987, 0.318)
H (-3.220, -4.175, 0.293)
H (-4.751, -4.043, 2.259)
H (-4.075, -2.728, 4.260)
H (-1.873, -1.569, 4.330)
H (-0.232, -0.002, 3.915)
H (2.660, -1.135, 3.747)
H (1.730, -0.102, 5.033)
H (-1.707, 2.025, -3.151)
H (-1.858, 0.315, -4.970)

***

ORCA calculation (ωB97M-V/def2-TZVPD) on a structure of composition N2O4S3.

As for the molar mass: 188.2 g/mol. The value obtained for the LUMO energy is -0.0810 hartree. The charge is 0. The relative energy (zero: lowest compared OMol25 entry of this formula, charge and spin) comes out at 0.0 kcal per mole. The calculation puts the total energy at -43672.487 eV.

Atoms and positions in Å:
N (1.659, 1.096, -0.055)
N (-0.940, 1.294, 0.001)
O (2.411, -1.325, -0.351)
O (-1.155, -0.703, 1.444)
O (-2.472, -0.566, -0.653)
O (-0.002, -0.860, -0.680)
S (1.372, -0.603, 0.301)
S (0.422, 1.989, -0.088)
S (-1.295, -0.323, 0.080)

***

ORCA calculation (ωB97M-V/def2-TZVPD) on a structure of composition C8H12N5O.

As for the molar mass: 194.2 g/mol. The value obtained for the LUMO energy is -0.1313 hartree. The charge is +1. The relative energy (zero: lowest compared OMol25 entry of this formula, charge and spin) comes out at 24.0 kcal per mole. The calculation puts the total energy at -17980.275 eV.

Atoms and positions in Å:
C (-2.059, 2.162, -0.612)
C (-2.899, 1.496, 0.285)
C (-0.621, 0.458, -0.548)
C (-1.480, -0.270, 0.268)
C (-0.304, -2.342, -0.034)
C (1.024, -0.477, -0.870)
C (1.830, 2.159, 0.932)
C (2.502, 1.093, 0.137)
N (-0.918, 1.675, -1.027)
N (-2.619, 0.298, 0.761)
N (-1.236, -1.594, 0.516)
N (0.620, -1.829, -0.808)
N (-0.227, -3.724, 0.144)
O (1.931, -0.226, 0.225)
H (-2.540, 3.006, -1.111)
H (-3.845, 1.993, 0.442)
H (1.219, -0.228, -1.879)
H (1.915, 1.814, 2.060)
H (2.480, 3.057, 1.125)
H (0.736, 2.289, 0.624)
H (3.484, 0.883, 0.534)
H (2.535, 1.350, -0.987)
H (-1.816, -2.136, 1.164)
H (1.101, -2.559, -1.355)
H (-1.017, -4.194, 0.565)
H (0.207, -4.152, -0.551)

***

ORCA calculation (ωB97M-V/def2-TZVPD) on a structure of composition C31H29F4LiN3O5S.

As for the molar mass: 638.6 g/mol. The value obtained for the LUMO energy is 0.0826 hartree. The charge is -1. The calculation puts the total energy at -69236.021 eV.

Atoms and positions in Å:
Li (-0.881, -0.023, 1.368)
C (-2.344, 1.919, 3.206)
N (-1.048, 2.455, 2.804)
C (-1.205, 3.825, 2.359)
C (-0.058, 2.323, 3.859)
C (0.765, 1.030, 3.786)
N (-0.030, -0.110, 3.386)
C (0.524, -1.323, 3.427)
C (-0.327, -2.467, 3.267)
F (-1.651, -2.251, 3.223)
C (0.129, -3.755, 3.227)
F (-0.762, -4.759, 3.078)
C (1.474, -4.077, 3.367)
C (2.316, -3.008, 3.591)
F (3.638, -3.242, 3.753)
C (1.881, -1.702, 3.646)
F (2.834, -0.754, 3.858)
H (-2.763, 2.485, 4.059)
H (-2.239, 0.876, 3.500)
H (-3.040, 1.988, 2.368)
H (-1.560, 4.496, 3.162)
H (-1.928, 3.856, 1.542)
H (-0.253, 4.213, 1.986)
H (-0.530, 2.426, 4.852)
H (0.653, 3.148, 3.765)
H (1.213, 0.886, 4.780)
H (1.610, 1.211, 3.104)
H (1.831, -5.096, 3.335)
O (-1.794, 1.377, 0.092)
C (-2.189, 1.071, -1.024)
C (-2.573, -0.244, -1.482)
C (-3.089, -0.372, -2.760)
C (-3.532, -1.592, -3.226)
C (-3.482, -2.732, -2.383)
C (-2.952, -2.646, -1.139)
C (-2.424, -1.402, -0.615)
O (-1.882, -1.342, 0.503)
N (-4.059, -1.703, -4.554)
O (-4.508, -2.785, -4.919)
O (-4.045, -0.715, -5.284)
H (-2.292, 1.865, -1.796)
H (-3.163, 0.495, -3.406)
H (-3.861, -3.668, -2.771)
H (-2.885, -3.511, -0.490)
O (0.635, 0.067, 0.272)
S (2.095, -0.067, 0.546)
C (2.828, 1.616, 0.345)
C (2.468, 2.284, -0.947)
C (1.157, 2.707, -1.173)
C (0.809, 3.274, -2.391)
C (1.760, 3.438, -3.391)
C (3.070, 3.040, -3.165)
C (3.419, 2.466, -1.949)
C (2.846, -0.847, -0.966)
C (1.769, -1.415, -1.833)
C (1.300, -0.690, -2.924)
C (0.278, -1.193, -3.715)
C (-0.290, -2.423, -3.416)
C (0.160, -3.142, -2.316)
C (1.182, -2.640, -1.527)
H (3.904, 1.466, 0.467)
H (2.444, 2.169, 1.203)
H (0.413, 2.582, -0.394)
H (-0.214, 3.585, -2.563)
H (1.483, 3.883, -4.338)
H (3.820, 3.171, -3.935)
H (4.445, 2.154, -1.777)
H (3.507, -1.619, -0.570)
H (3.428, -0.100, -1.501)
H (1.734, 0.279, -3.150)
H (-0.087, -0.617, -4.557)
H (-1.098, -2.810, -4.025)
H (-0.300, -4.089, -2.061)
H (1.516, -3.194, -0.654)

***

ORCA calculation (ωB97M-V/def2-TZVPD) on a structure of composition C33H28BrILuN6O4.

As for the molar mass: 954.4 g/mol. The value obtained for the LUMO energy is -0.1160 hartree. The charge is +1. The relative energy (zero: lowest compared OMol25 entry of this formula, charge and spin) comes out at 2.5 kcal per mole. The calculation puts the total energy at -163568.453 eV.

Atoms and positions in Å:
Lu (0.360, 0.656, 0.379)
C (-0.529, 2.010, -3.997)
C (-0.393, 1.827, -2.522)
N (0.047, 0.803, -1.963)
N (0.381, -0.272, -2.789)
C (0.901, -1.230, -2.051)
O (1.102, -1.147, -0.754)
C (1.368, -2.470, -2.729)
C (2.480, -3.129, -2.177)
C (2.956, -4.215, -2.779)
C (2.407, -4.737, -3.986)
C (1.252, -4.140, -4.494)
C (0.734, -3.000, -3.885)
C (-0.681, 3.020, -1.610)
C (-1.249, 4.235, -2.001)
C (-1.718, 5.118, -1.017)
C (-1.407, 4.867, 0.313)
C (-0.621, 3.802, 0.605)
N (-0.344, 2.836, -0.318)
H (0.082, 1.312, -4.504)
H (-0.294, 3.053, -4.255)
H (-1.566, 1.854, -4.306)
H (2.794, -2.703, -1.175)
H (3.728, -4.783, -2.364)
H (2.808, -5.650, -4.395)
H (0.763, -4.560, -5.358)
H (-0.168, -2.495, -4.327)
H (-1.505, 4.331, -3.069)
H (-2.339, 5.933, -1.325)
H (-1.561, 5.569, 1.107)
H (-0.247, 3.682, 1.599)
C (0.388, 2.025, 4.961)
C (-0.608, 0.987, 4.646)
N (-1.196, 0.440, 5.669)
C (-2.124, -0.522, 5.508)
C (-2.453, -1.012, 4.268)
C (-3.419, -2.156, 4.155)
O (-4.431, -1.974, 3.178)
C (-1.770, -0.493, 3.096)
C (-1.972, -1.134, 1.839)
N (-1.468, -0.758, 0.717)
C (-2.034, -1.473, -0.406)
C (-1.590, -2.746, -0.763)
C (-1.992, -3.311, -1.986)
C (-2.878, -2.661, -2.785)
C (-3.408, -1.431, -2.364)
C (-2.970, -0.814, -1.217)
I (-3.754, 1.070, -0.772)
C (-0.861, 0.508, 3.301)
O (-0.243, 1.144, 2.314)
H (0.230, 2.387, 5.993)
H (0.238, 2.843, 4.238)
H (1.401, 1.518, 4.879)
H (-2.492, -0.926, 6.420)
H (-3.939, -2.275, 5.098)
H (-2.905, -3.092, 3.916)
H (-5.302, -2.265, 3.513)
H (-2.659, -2.001, 1.771)
H (-0.843, -3.266, -0.141)
H (-1.603, -4.310, -2.155)
H (-3.234, -3.107, -3.643)
H (-4.135, -0.922, -2.977)
O (6.665, 2.284, 1.274)
C (5.440, 1.915, 0.997)
C (4.666, 2.517, -0.045)
C (3.373, 2.043, -0.185)
N (2.773, 1.152, 0.614)
C (3.508, 0.609, 1.562)
Br (2.726, -0.887, 2.446)
C (4.824, 0.918, 1.807)
H (7.180, 2.891, 0.692)
H (5.111, 3.135, -0.788)
H (2.788, 2.391, -1.055)
H (5.433, 0.382, 2.559)